(1)
Here is an isolated molecule of C2H5NO2 in a non-equilibrium geometry from the OMol25 dataset. Energies are from ωB97M-V/def2-TZVPD.

Bonds (Å) are listed after each position.
Cartesian coordinates (Å):
1 N 0.88 -1.11 0.70  C2 1.435, H6 1.006, H7 1.007
2 C -0.34 -0.38 0.50  N1 1.435, C3 1.519, H8 1.133, H9 1.101
3 C -0.52 0.51 -0.72  C2 1.519, O4 1.196, O5 1.368
4 O -1.32 0.30 -1.59  C3 1.196
5 O 0.31 1.59 -0.70  C3 1.368, H10 0.974
6 H 1.73 -0.58 0.78  N1 1.006
7 H 1.01 -1.95 0.15  N1 1.007
8 H -0.38 0.29 1.41  C2 1.133
9 H -1.22 -1.05 0.48  C2 1.101
10 H -0.14 2.39 -1.01  O5 0.974

Output
- SMILES: NCC(=O)O
- Energy above the lowest of the compared OMol25 structures with the same formula, charge and spin: 0.6997 eV
- HOMO level: -9.314 eV
- Kohn-Sham gap: 9.984 eV



(2)
Here is a cluster of 2 separate species, C2H5NO2 in total in a non-equilibrium geometry from the OMol25 dataset. Energies are from ωB97M-V/def2-TZVPD.

Bonds (Å) are listed after each position.
Cartesian coordinates (Å):
1 N -0.09 -2.67 -0.71  C2 1.408, H4 0.986, H5 0.972
2 C -0.95 -3.03 0.34  N1 1.408, O3 1.204, H6 1.000
3 O -0.65 -4.03 0.94  C2 1.204
4 H -0.14 -1.85 -1.27  N1 0.986
5 H 0.75 -3.15 -0.63  N1 0.972
6 H -1.76 -2.48 0.53  C2 1.000
7 C 0.71 5.03 -0.69  O8 1.222, H9 1.085, H10 1.235
8 O 0.87 4.46 0.38  C7 1.222
9 H -0.22 4.90 -1.23  C7 1.085
10 H 1.66 5.78 -0.90  C7 1.235

Output
- SMILES: NC=O.C=O
- Energy above the lowest of the compared OMol25 structures with the same formula, charge and spin: 2.2119 eV
- HOMO level: -10.220 eV
- Kohn-Sham gap: 10.901 eV



(3)
Here is an isolated molecule of C2H5NO2 in a non-equilibrium geometry from the OMol25 dataset. Energies are from ωB97M-V/def2-TZVPD.

Bonds (Å) are listed after each position.
Cartesian coordinates (Å):
1 C 0.22 -0.69 0.48  N3 1.384, O4 1.407, O5 1.322, H6 1.159
2 C -0.80 1.15 -0.41  O5 1.365, H7 1.115, H8 1.085, H9 1.135
3 N 1.39 -1.43 0.61  C1 1.384, O4 1.379, H10 1.122
4 O 0.73 -1.43 -0.60  C1 1.407, N3 1.379
5 O 0.14 0.63 0.43  C1 1.322, C2 1.365
6 H -0.58 -1.37 0.96  C1 1.159
7 H -0.57 2.24 -0.47  C2 1.115
8 H -1.82 1.03 -0.06  C2 1.085
9 H -0.92 0.56 -1.37  C2 1.135
10 H 2.23 -0.70 0.43  N3 1.122

Output
- Energy above the lowest of the compared OMol25 structures with the same formula, charge and spin: 5.0551 eV
- Spin multiplicity: 3
- HOMO level (spin up / spin down): -3.322 / -11.462 eV
- Kohn-Sham gap (spin up / spin down): 4.147 / 8.848 eV



(4)
Here is a cluster of 2 separate species, C2H5NO2P in total in a non-equilibrium geometry from the OMol25 dataset. Energies are from ωB97M-V/def2-TZVPD.

Bonds (Å) are listed after each position.
Cartesian coordinates (Å):
1 C -0.50 1.21 -1.15  C2 1.341, H7 1.102, H8 1.118
2 C 0.51 0.43 -0.76  C1 1.341, P6 1.827, H9 1.129
3 N -1.49 -2.42 1.08  H10 1.029, H11 1.023
4 O 0.77 1.75 1.57  P6 1.477
5 O 2.71 0.12 1.11  P6 1.479
6 P 1.32 0.58 0.87  C2 1.827, O4 1.477, O5 1.479
7 H -0.78 1.04 -2.21  C1 1.102
8 H -0.87 1.91 -0.36  C1 1.118
9 H 1.06 -0.40 -1.28  C2 1.129
10 H -1.25 -2.83 0.17  N3 1.029
11 H -1.49 -1.40 0.97  N3 1.023

Output
- Total charge: -1
- Energy above the lowest of the compared OMol25 structures with the same formula, charge and spin: 4.3893 eV
- HOMO level (spin up / spin down): -3.284 / -0.985 eV
- Kohn-Sham gap (spin up / spin down): 6.473 / 2.989 eV



- Among the records above, which one has the highest energy above the lowest of the compared OMol25 structures with the same formula, charge and spin?
  number 3



- Which of these has the highest energy above the lowest of the compared OMol25 structures with the same formula, charge and spin?
  number 3



- Which of these has the highest energy above the lowest of the compared OMol25 structures with the same formula, charge and spin?
  number 3



- What is the energy above the lowest of the compared OMol25 structures with the same formula, charge and spin in the first record?
  0.6997 eV